A:
Here is a single C2H3NO2 molecule from OMol25. Energies are from ωB97M-V with the def2-TZVPD basis set.

Summary:
multiplicity	1
lowest unoccupied orbital energy (spin up / spin down)	-0.21 / -0.55	eV

CARTESIAN COORDINATES (ANGSTROEM)
C  -0.682  1.043  0.712
C  -0.501  0.371  -0.576
N  1.366  -0.723  0.146
O  -1.503  0.056  0.250
O  0.393  -0.622  -0.764
H  -0.062  0.619  1.466
H  -0.754  0.925  -1.463
H  1.742  -1.669  0.229

***

B:
Here is a single C2H3NO2 molecule from OMol25. Energies are from ωB97M-V with the def2-TZVPD basis set.

Summary:
multiplicity	1
lowest unoccupied orbital energy	0.69	eV

CARTESIAN COORDINATES (ANGSTROEM)
C  1.940  -0.127  0.984
C  0.570  -0.434  0.646
N  3.063  -0.064  1.130
O  -0.859  0.861  -0.741
O  0.167  1.001  0.150
H  0.510  -1.100  -0.103
H  -0.199  -0.516  1.363
H  -0.571  1.114  -1.558

***

C:
Here is 2 unconnected molecules or ions with the total composition C2H3NO2 from OMol25. Energies are from ωB97M-V with the def2-TZVPD basis set.

Summary:
multiplicity	1
lowest unoccupied orbital energy	0.85	eV

CARTESIAN COORDINATES (ANGSTROEM)
C  0.735  -0.921  -0.112
O  1.284  -0.692  -1.140
O  1.334  -0.863  1.075
N  -1.307  1.577  -0.545
C  -0.474  1.289  0.205
H  0.728  -0.967  1.818
H  -0.323  -1.262  -0.063
H  -1.976  1.840  -1.239

***

Q: Which of them is the least stable? A: A.

***

A:
Here is 2 unconnected molecules or ions with the total composition C2H3NO2 from OMol25. Energies are from ωB97M-V with the def2-TZVPD basis set.

Summary:
multiplicity	1
lowest unoccupied orbital energy (spin up / spin down)	-0.48 / -0.84	eV

CARTESIAN COORDINATES (ANGSTROEM)
C  -0.575  -0.125  1.051
C  -0.416  0.488  -0.269
N  1.061  -0.453  -1.514
O  0.298  -0.125  1.900
O  1.968  -0.827  -0.951
H  -1.590  -0.612  1.316
H  -1.117  0.335  -1.000
H  0.372  1.319  -0.532

***

B:
Here is a single C2H3NO2 molecule from OMol25. Energies are from ωB97M-V with the def2-TZVPD basis set.

Summary:
multiplicity	1
lowest unoccupied orbital energy	0.22	eV

CARTESIAN COORDINATES (ANGSTROEM)
O  -0.172  2.055  1.104
C  -0.058  0.836  1.026
N  0.271  0.304  -0.311
C  0.038  -1.031  -0.751
O  -0.713  -1.866  -0.147
H  -0.403  0.047  1.737
H  0.741  0.887  -0.961
H  0.294  -1.231  -1.698

***

Q: Which of them is the least stable? A: A.

***

A:
Here is 2 unconnected molecules or ions with the total composition C2H3NO2 from OMol25. Energies are from ωB97M-V with the def2-TZVPD basis set.

Summary:
multiplicity	1
lowest unoccupied orbital energy	1.12	eV

CARTESIAN COORDINATES (ANGSTROEM)
C  0.883  -1.414  -0.140
C  -1.838  1.845  -0.264
N  0.009  -0.715  0.428
O  0.372  0.575  0.781
O  -1.496  2.274  -1.249
H  1.898  -1.089  -0.364
H  0.594  -2.418  -0.401
H  -0.422  0.942  1.208

***

B:
Here is a single C2H3NO2 molecule from OMol25. Energies are from ωB97M-V with the def2-TZVPD basis set.

Summary:
multiplicity	1
lowest unoccupied orbital energy	0.59	eV

CARTESIAN COORDINATES (ANGSTROEM)
C  -1.239  0.248  0.015
C  1.134  -0.573  -0.080
H  -1.822  1.147  0.232
H  0.527  1.383  -0.075
H  0.668  -1.564  -0.023
N  0.151  0.458  -0.109
O  -1.724  -0.843  -0.013
O  2.305  -0.256  0.054

***

C:
Here is a single C2H3NO2 molecule from OMol25. Energies are from ωB97M-V with the def2-TZVPD basis set.

Summary:
multiplicity	1
lowest unoccupied orbital energy (spin up / spin down)	-0.23 / -0.23	eV

CARTESIAN COORDINATES (ANGSTROEM)
C  -1.491  -0.090  0.141
C  -0.046  -0.132  -0.213
N  -2.588  -0.449  0.252
O  -4.385  0.469  -0.577
O  -3.856  -0.269  0.396
H  0.421  -0.736  0.642
H  0.081  -0.509  -1.270
H  0.542  0.730  -0.300

***

Q: Which of them is the least stable? A: C.

***

A:
Here is a single C2H3NO2 molecule from OMol25. Energies are from ωB97M-V with the def2-TZVPD basis set.

Summary:
multiplicity	1
lowest unoccupied orbital energy	0.73	eV

CARTESIAN COORDINATES (ANGSTROEM)
C  -1.266  -0.296  -0.087
C  1.017  0.416  0.133
N  -0.015  -0.336  0.754
O  -2.313  0.141  0.230
O  1.078  -0.972  0.156
H  -0.949  -0.823  -0.995
H  0.710  0.762  -0.864
H  1.740  1.108  0.673

***

B:
Here is a single C2H3NO2 molecule from OMol25. Energies are from ωB97M-V with the def2-TZVPD basis set.

Summary:
multiplicity	1
lowest unoccupied orbital energy	-0.65	eV

CARTESIAN COORDINATES (ANGSTROEM)
C  0.094  0.888  -0.185
C  -1.213  0.415  0.198
H  2.027  -1.044  0.041
H  0.175  1.992  -0.351
H  -2.106  0.973  0.546
N  1.344  0.472  0.053
O  1.186  -0.833  0.052
O  -1.535  -0.798  -0.137

***

Q: Which of them is the least stable? A: B.

***

A:
Here is a single C2H3NO2 molecule from OMol25. Energies are from ωB97M-V with the def2-TZVPD basis set.

Summary:
multiplicity	1
lowest unoccupied orbital energy (spin up / spin down)	-0.30 / -1.35	eV

CARTESIAN COORDINATES (ANGSTROEM)
C  -0.233  0.012  0.837
C  0.970  0.303  0.131
N  -1.395  -0.399  -1.138
O  -1.376  -0.363  0.186
O  0.963  0.159  -1.083
H  -0.153  -0.192  1.916
H  1.788  0.545  0.784
H  -0.564  -0.066  -1.633

***

B:
Here is a molecular structure, C2H3NO2 from OMol25. Energies are from ωB97M-V with the def2-TZVPD basis set.

Summary:
multiplicity	1
lowest unoccupied orbital energy	0.88	eV

CARTESIAN COORDINATES (ANGSTROEM)
O  0.893  -0.760  2.152
C  0.736  -0.734  0.998
N  -0.397  0.514  0.379
C  -0.395  0.341  -0.914
O  0.323  -0.588  -1.423
H  0.787  -0.987  -0.383
H  -0.960  1.251  0.786
H  -0.987  0.963  -1.597

***

C:
Here is a single C2H3NO2 molecule from OMol25. Energies are from ωB97M-V with the def2-TZVPD basis set.

Summary:
multiplicity	1
lowest unoccupied orbital energy	0.63	eV

CARTESIAN COORDINATES (ANGSTROEM)
O  1.122  -1.829  0.834
C  0.691  -1.002  0.086
N  0.193  0.255  0.462
C  -0.815  0.810  -0.324
O  -1.456  0.164  -1.100
H  0.628  -1.179  -0.994
H  0.636  0.922  1.080
H  -1.001  1.858  -0.044

***

D:
Here is a single C2H3NO2 molecule from OMol25. Energies are from ωB97M-V with the def2-TZVPD basis set.

Summary:
multiplicity	1
lowest unoccupied orbital energy	0.78	eV

CARTESIAN COORDINATES (ANGSTROEM)
O  -0.687  0.345  -1.356
C  -1.063  -0.077  -0.272
N  -0.130  -0.159  0.700
C  1.127  0.204  -0.011
O  1.680  1.253  0.101
H  -2.098  -0.386  -0.079
H  -0.284  -0.525  1.637
H  1.468  -0.617  -0.659

***

Q: Which of them is the least stable? A: A.

***

A:
Here is a single C5H10NO2 molecule from OMol25. Energies are from ωB97M-V with the def2-TZVPD basis set.

Summary:
multiplicity	2
lowest unoccupied orbital energy (spin up / spin down)	-0.22 / -1.93	eV
⟨S²⟩	1.5876

CARTESIAN COORDINATES (ANGSTROEM)
C  -0.004  0.917  0.909
C  -0.082  -0.117  -0.213
C  -1.208  -1.115  -0.243
C  -2.538  -0.601  0.296
O  -2.836  0.661  -0.037
N  1.217  -0.778  -0.322
C  2.353  0.131  -0.737
O  3.029  0.704  0.249
H  -0.869  1.586  0.841
H  0.066  0.417  1.875
H  0.969  1.400  0.848
H  -0.852  0.125  -1.073
H  -1.036  -2.124  0.183
H  -3.321  -1.351  0.005
H  -2.604  -0.751  1.397
H  1.016  -1.584  -0.908
H  1.887  0.791  -1.487
H  3.006  -0.528  -1.343

***

B:
Here is a single C5H10NO2 molecule from OMol25. Energies are from ωB97M-V with the def2-TZVPD basis set.

Summary:
multiplicity	2
lowest unoccupied orbital energy (spin up / spin down)	0.80 / -2.03	eV
⟨S²⟩	0.7593

CARTESIAN COORDINATES (ANGSTROEM)
C  0.912  -0.927  -1.972
O  2.133  -0.646  -2.499
C  0.559  -0.204  -0.477
C  -0.611  -0.780  0.278
C  -0.945  0.126  1.479
C  -1.927  1.264  1.196
O  -2.303  1.974  2.067
N  1.842  -0.434  0.216
H  0.184  -0.482  -2.681
H  0.884  -2.013  -1.632
H  0.269  0.779  -0.919
H  -1.455  -0.842  -0.465
H  -0.521  -1.862  0.675
H  0.100  0.450  1.736
H  -1.358  -0.434  2.353
H  -2.084  1.540  0.133
H  2.596  -0.127  -0.405
H  1.921  -1.461  0.133

***

Q: Which of them is the least stable? A: A.